Run one
Density functional theory data (the ωB97M-V functional and the def2-TZVPD basis) for a cluster of 16 separate species, C32H96O16 in total.

HOMO-LUMO gap in eV: 9.2969

ORCA input file:
```
! wB97M-V def2-TZVPD RIJCOSX def2/J DEFGRID3
* xyz 0 1
C 0.119 0.983 -3.913
C -0.319 -0.257 -4.666
O -0.771 0.087 -5.977
H -0.698 1.697 -3.780
H 0.936 1.498 -4.422
H 0.460 0.720 -2.907
H -1.153 -0.755 -4.169
H 0.491 -0.991 -4.709
H 0.000 0.201 -6.539
C -2.436 1.603 3.533
C -3.477 2.241 4.415
O -4.738 2.199 3.714
H -2.527 0.519 3.502
H -1.449 1.926 3.873
H -2.494 1.963 2.504
H -3.245 3.291 4.620
H -3.584 1.711 5.365
H -5.407 2.543 4.314
C 2.227 -4.627 -3.089
C 2.356 -4.169 -1.653
O 2.399 -2.743 -1.632
H 1.258 -4.305 -3.475
H 2.271 -5.718 -3.139
H 3.019 -4.263 -3.743
H 3.278 -4.568 -1.215
H 1.505 -4.535 -1.074
H 2.496 -2.429 -0.719
C -0.351 -2.389 3.107
C 0.956 -3.144 3.191
O 0.803 -4.502 3.612
H -0.805 -2.179 4.081
H -1.099 -2.916 2.511
H -0.144 -1.423 2.637
H 1.681 -2.646 3.843
H 1.422 -3.175 2.203
H 0.192 -4.533 4.354
C 5.054 -1.860 0.709
C 4.111 -0.739 1.079
O 2.901 -0.934 0.359
H 5.331 -1.782 -0.346
H 4.560 -2.830 0.811
H 5.970 -1.861 1.298
H 4.543 0.230 0.814
H 3.953 -0.714 2.164
H 2.268 -0.225 0.568
C -2.818 2.945 -0.603
C -4.147 3.597 -0.923
O -4.032 4.998 -0.672
H -2.870 1.882 -0.843
H -2.557 3.118 0.441
H -2.049 3.408 -1.222
H -4.990 3.148 -0.390
H -4.400 3.475 -1.984
H -4.843 5.346 -0.294
C -1.182 4.959 2.556
C 0.217 4.387 2.755
O 0.645 3.628 1.628
H -1.974 4.212 2.564
H -1.241 5.491 1.605
H -1.381 5.666 3.367
H 0.188 3.696 3.599
H 0.935 5.182 2.965
H 0.715 4.231 0.866
C -3.551 -2.781 0.791
C -3.967 -1.592 1.627
O -3.743 -0.395 0.867
H -4.212 -2.927 -0.062
H -3.541 -3.697 1.379
H -2.554 -2.567 0.403
H -3.393 -1.504 2.556
H -5.011 -1.659 1.947
H -4.412 0.269 1.057
C -0.221 -0.589 -0.324
C -0.221 0.814 0.230
O 1.052 1.060 0.844
H 0.074 -1.361 0.386
H 0.448 -0.700 -1.183
H -1.208 -0.841 -0.720
H -0.950 0.937 1.037
H -0.424 1.515 -0.584
H 1.015 1.956 1.224
C 4.011 1.217 -3.962
C 3.565 0.191 -2.953
O 3.261 -1.020 -3.625
H 4.983 1.008 -4.411
H 4.079 2.222 -3.541
H 3.311 1.247 -4.804
H 2.696 0.497 -2.358
H 4.375 0.028 -2.228
H 3.034 -1.674 -2.938
C 4.673 4.365 1.409
C 3.930 3.140 1.920
O 4.929 2.242 2.420
H 5.062 4.923 2.257
H 3.969 4.995 0.854
H 5.462 4.075 0.718
H 3.323 2.667 1.145
H 3.317 3.432 2.779
H 4.592 1.669 3.124
C -5.385 0.365 -2.647
C -3.941 -0.057 -2.870
O -3.491 -0.985 -1.899
H -6.101 -0.429 -2.867
H -5.678 1.152 -3.347
H -5.513 0.722 -1.623
H -3.329 0.849 -2.921
H -3.874 -0.596 -3.816
H -3.522 -0.619 -0.997
C -2.304 -4.885 -4.449
C -2.225 -3.551 -3.739
O -2.792 -3.617 -2.450
H -3.303 -5.321 -4.450
H -1.652 -5.600 -3.939
H -1.962 -4.789 -5.480
H -2.713 -2.791 -4.368
H -1.172 -3.239 -3.682
H -2.987 -2.698 -2.202
C 1.903 0.814 4.056
C 2.934 1.149 5.118
O 4.166 0.560 4.701
H 2.226 1.100 3.055
H 0.908 1.230 4.211
H 1.810 -0.275 4.051
H 2.558 0.707 6.048
H 3.087 2.219 5.287
H 4.799 0.644 5.420
C -1.023 -5.019 -0.019
C -0.928 -5.998 1.122
O 0.428 -6.268 1.442
H -2.035 -4.843 -0.388
H -0.551 -5.406 -0.926
H -0.548 -4.077 0.265
H -1.395 -6.959 0.889
H -1.481 -5.632 1.999
H 0.696 -5.631 2.123
C 2.028 3.570 -1.809
C 0.688 4.259 -1.910
O 0.526 5.102 -0.759
H 2.168 2.882 -2.645
H 2.079 2.986 -0.889
H 2.852 4.284 -1.866
H -0.087 3.485 -1.893
H 0.591 4.859 -2.815
H -0.285 5.614 -0.831
*
```

=====

Run two
Density functional theory data (the ωB97M-V functional and the def2-TZVPD basis) for a cluster of 16 separate species, C32H96O16 in total.

HOMO-LUMO gap in eV: 9.8476

ORCA input file:
```
! wB97M-V def2-TZVPD RIJCOSX def2/J DEFGRID3
* xyz 0 1
C 0.990 -2.845 4.728
C 1.041 -1.314 4.747
O 0.657 -0.730 3.518
H 1.490 -3.151 3.809
H -0.082 -3.037 4.676
H 1.485 -3.239 5.615
H 1.966 -0.955 5.197
H 0.240 -1.045 5.435
H -0.175 -1.143 3.277
C -3.517 3.114 -3.631
C -2.006 3.021 -3.530
O -1.476 2.755 -4.826
H -3.872 2.146 -3.986
H -3.902 3.829 -4.357
H -4.075 3.213 -2.700
H -1.755 2.144 -2.934
H -1.462 3.841 -3.062
H -0.526 2.870 -4.749
C -2.553 -0.909 4.675
C -2.892 -1.660 3.396
O -1.669 -1.949 2.689
H -1.759 -0.206 4.424
H -2.244 -1.540 5.509
H -3.430 -0.428 5.106
H -3.556 -1.127 2.714
H -3.260 -2.638 3.704
H -1.917 -2.078 1.770
C -5.072 0.296 0.216
C -5.367 1.353 -0.902
O -6.673 1.862 -0.618
H -4.047 -0.071 0.269
H -5.709 -0.572 0.048
H -5.295 0.651 1.223
H -5.462 0.932 -1.903
H -4.621 2.139 -1.018
H -7.053 2.277 -1.396
C 5.264 1.891 -1.303
C 4.811 1.369 0.026
O 3.666 2.128 0.420
H 6.258 1.552 -1.596
H 5.305 2.979 -1.327
H 4.599 1.557 -2.100
H 5.639 1.382 0.735
H 4.559 0.315 -0.086
H 3.171 1.750 1.150
C -2.308 -2.204 -4.071
C -1.895 -0.900 -3.362
O -1.383 -1.133 -2.117
H -2.825 -2.038 -5.016
H -2.963 -2.831 -3.466
H -1.469 -2.833 -4.370
H -2.726 -0.195 -3.327
H -1.104 -0.512 -4.004
H -1.278 -0.294 -1.662
C 1.130 -0.359 -5.842
C 2.173 -0.522 -4.754
O 2.894 -1.722 -4.951
H 1.664 -0.333 -6.792
H 0.559 0.534 -5.588
H 0.486 -1.227 -5.699
H 1.677 -0.630 -3.789
H 2.850 0.333 -4.772
H 3.105 -2.112 -4.100
C 3.727 3.096 3.799
C 3.101 1.665 3.942
O 2.265 1.388 2.810
H 3.007 3.913 3.768
H 4.246 2.985 2.847
H 4.468 3.152 4.597
H 2.469 1.524 4.818
H 3.866 0.890 3.977
H 1.621 0.725 3.069
C 1.203 -4.867 -2.662
C 1.440 -3.314 -2.534
O 2.821 -3.015 -2.517
H 1.778 -5.422 -1.920
H 1.598 -5.201 -3.622
H 0.133 -5.075 -2.666
H 0.940 -2.904 -1.657
H 1.001 -2.797 -3.387
H 3.191 -3.339 -1.692
C 1.590 3.630 -2.232
C 1.707 2.772 -3.536
O 1.121 3.488 -4.593
H 0.530 3.794 -2.041
H 2.162 4.553 -2.322
H 2.090 3.251 -1.340
H 1.299 1.761 -3.515
H 2.750 2.567 -3.780
H 1.657 4.264 -4.774
C -2.385 2.254 2.591
C -3.230 3.181 1.724
O -2.661 3.220 0.423
H -2.287 1.272 2.128
H -2.826 2.032 3.563
H -1.356 2.594 2.711
H -3.206 4.159 2.205
H -4.283 2.903 1.682
H -2.437 4.144 0.286
C -4.117 -4.074 0.596
C -3.332 -3.219 -0.421
O -2.492 -2.249 0.187
H -3.443 -4.289 1.426
H -4.432 -5.070 0.286
H -4.966 -3.491 0.953
H -4.044 -2.792 -1.127
H -2.685 -3.813 -1.068
H -1.919 -1.968 -0.530
C 0.335 4.810 1.319
C -0.393 6.030 0.694
O -1.683 5.734 0.257
H -0.126 4.511 2.261
H 1.389 4.996 1.521
H 0.217 3.926 0.693
H 0.233 6.362 -0.135
H -0.450 6.880 1.374
H -1.853 6.485 -0.316
C 4.118 -2.331 3.011
C 5.402 -1.619 2.632
O 5.742 -1.967 1.320
H 3.959 -2.211 4.083
H 4.048 -3.385 2.743
H 3.270 -1.887 2.490
H 6.241 -2.015 3.203
H 5.180 -0.562 2.782
H 6.506 -1.484 0.998
C 0.438 -4.521 0.947
C -0.111 -5.522 1.924
O -0.190 -6.784 1.286
H -0.300 -4.244 0.194
H 1.389 -4.761 0.472
H 0.622 -3.580 1.466
H -1.071 -5.204 2.328
H 0.579 -5.527 2.769
H -0.973 -6.763 0.731
C 0.798 -0.276 0.067
C 0.054 1.025 0.379
O -1.079 1.083 -0.489
H 1.084 -0.293 -0.984
H 0.160 -1.149 0.204
H 1.708 -0.425 0.648
H 0.713 1.858 0.135
H -0.209 1.027 1.437
H -1.729 1.755 -0.269
*
```

=====

Of the structures shown above, run two is the least stable.